(1)
This record from the OMol25 dataset describes a 14-piece molecular cluster, C35H90Cl8NO18 overall. The level of theory is ωB97M-V with the def2-TZVPD basis set.

Atoms and positions in Å:
C  -1.555  0.734  -3.614
C  -1.161  1.243  -2.238
C  -0.794  0.151  -1.234
C  -0.338  0.668  0.106
N  -0.341  -0.375  1.162
C  0.281  0.086  2.467
C  1.784  -0.033  2.299
C  1.962  -1.171  1.290
C  0.562  -1.561  0.841
C  -1.747  -0.741  1.531
H  -0.870  -0.029  -3.990
H  -1.611  1.558  -4.324
H  -2.539  0.259  -3.548
H  -1.944  1.902  -1.834
H  -0.388  2.023  -2.298
H  0.093  -0.306  -1.679
H  -1.666  -0.504  -1.199
H  -0.841  1.542  0.534
H  0.654  1.109  -0.033
H  -0.015  -0.665  3.201
H  -0.099  1.065  2.749
H  2.276  -0.143  3.257
H  2.057  0.927  1.851
H  2.550  -1.964  1.752
H  2.507  -0.920  0.379
H  0.101  -2.446  1.287
H  0.432  -1.744  -0.226
H  -1.700  -1.646  2.126
H  -2.285  -0.852  0.597
H  -2.198  0.074  2.090
C  -1.368  -1.811  5.325
C  -2.691  -1.877  6.054
O  -3.643  -2.635  5.296
O  -0.265  -1.473  6.131
H  -1.467  -1.116  4.489
H  -1.182  -2.822  4.945
H  -3.058  -0.890  6.360
H  -2.578  -2.437  6.996
H  -4.398  -2.746  5.879
H  0.547  -1.772  5.698
C  0.869  4.767  -0.547
C  1.668  6.040  -0.263
O  0.874  6.993  0.437
O  0.709  3.991  0.636
H  1.419  4.136  -1.255
H  -0.066  5.124  -0.971
H  2.005  6.449  -1.219
H  2.591  5.844  0.301
H  0.515  6.477  1.175
H  1.540  3.725  1.034
C  -3.823  -1.076  -7.734
C  -2.973  -0.179  -6.840
O  -3.757  0.946  -6.401
O  -4.304  -2.174  -6.940
H  -3.160  -1.543  -8.472
H  -4.561  -0.529  -8.318
H  -2.067  0.155  -7.335
H  -2.700  -0.708  -5.927
H  -4.394  0.744  -5.712
H  -5.263  -2.072  -6.926
C  -3.903  4.747  0.983
C  -2.536  4.114  0.630
O  -2.147  3.191  1.623
O  -3.787  5.380  2.273
H  -4.642  3.945  1.081
H  -4.257  5.513  0.300
H  -1.780  4.900  0.594
H  -2.704  3.686  -0.363
H  -1.895  3.736  2.377
H  -3.748  4.703  2.953
C  -2.364  3.966  -6.529
C  -1.317  4.952  -6.998
O  -0.530  5.345  -5.869
O  -1.785  2.816  -5.926
H  -2.958  3.580  -7.371
H  -3.114  4.502  -5.935
H  -1.762  5.811  -7.496
H  -0.676  4.476  -7.748
H  0.236  4.768  -5.870
H  -2.537  2.185  -5.879
C  3.233  -3.247  5.978
C  1.979  -3.682  5.223
O  1.532  -2.729  4.225
O  2.925  -3.288  7.373
H  3.608  -2.288  5.617
H  3.995  -4.010  5.809
H  1.124  -3.796  5.895
H  2.102  -4.678  4.791
H  1.180  -3.255  3.490
H  3.627  -3.793  7.791
C  4.492  -1.009  -2.302
C  4.823  0.082  -1.297
O  4.085  1.284  -1.497
O  5.438  -2.041  -2.084
H  4.495  -0.651  -3.331
H  3.519  -1.453  -2.084
H  5.901  0.247  -1.385
H  4.640  -0.270  -0.277
H  4.569  2.005  -1.088
H  6.155  -2.096  -2.716
C  1.511  1.973  5.594
C  1.034  1.866  7.051
O  -0.303  1.396  7.119
O  0.750  2.894  4.825
H  1.328  0.967  5.203
H  2.578  2.187  5.472
H  1.158  2.761  7.668
H  1.650  1.149  7.619
H  -0.263  0.484  6.801
H  1.118  3.766  5.005
C  1.780  -6.684  0.571
C  2.072  -5.581  1.588
O  0.944  -4.970  2.193
O  1.170  -6.120  -0.573
H  1.227  -7.496  1.066
H  2.719  -7.193  0.322
H  2.639  -4.839  1.025
H  2.736  -6.008  2.346
H  0.515  -5.677  2.693
H  0.991  -6.834  -1.196
Cl  -7.014  -1.605  -3.105
C  -6.745  -1.541  -1.332
C  -5.505  -0.710  -1.124
Cl  -5.088  -0.652  0.627
H  -6.755  -2.551  -0.930
H  -7.676  -1.117  -0.958
H  -5.583  0.292  -1.528
H  -4.659  -1.224  -1.573
Cl  2.194  0.770  -4.585
C  0.941  1.374  -5.680
C  1.056  0.788  -7.064
Cl  0.641  -0.928  -7.052
H  1.115  2.446  -5.776
H  -0.003  1.150  -5.197
H  2.067  0.870  -7.459
H  0.383  1.282  -7.764
Cl  4.966  0.717  2.876
C  6.417  0.159  3.836
C  7.208  1.362  4.294
Cl  6.315  2.477  5.329
H  7.019  -0.429  3.146
H  6.036  -0.499  4.608
H  7.655  1.956  3.501
H  8.084  0.897  4.764
Cl  -0.150  -3.267  -2.608
C  -1.006  -4.719  -2.057
C  -2.498  -4.634  -2.304
Cl  -2.915  -4.358  -3.995
H  -0.781  -4.855  -1.006
H  -0.589  -5.522  -2.662
H  -2.915  -3.812  -1.724
H  -2.967  -5.582  -2.049

Output
- E_LUMO (eV) = -1.77
- spin multiplicity = 1
- total energy (eV) = -176268.8833
- net charge = +1
- ΔE to the lowest compared entry with this formula, charge and spin (eV) = 0.000
- orbital gap (hartree) = 0.35743

(2)
This record from the OMol25 dataset describes a 2-piece molecular cluster, C15H27N5O6P overall. The level of theory is ωB97M-V with the def2-TZVPD basis set.

Atoms and positions in Å:
O  -4.198  3.093  0.435
O  3.192  -4.179  2.271
O  -3.014  1.433  -4.801
O  1.127  -1.503  3.111
O  1.522  -4.127  0.738
O  2.264  0.643  3.368
C  -4.051  2.423  -0.569
C  2.572  -3.584  1.402
C  -3.371  2.012  -3.786
C  -1.338  -0.245  0.197
C  -1.065  0.466  -0.944
C  0.610  0.769  0.476
N  -0.274  -0.060  1.067
N  -4.494  2.740  -3.738
N  -2.963  2.630  -1.319
N  3.517  -1.256  2.073
N  0.154  1.097  -0.752
C  -5.106  1.391  -0.921
C  -5.425  2.908  -4.855
C  4.938  -1.522  2.311
C  3.004  -2.143  1.003
C  5.447  -1.916  0.928
C  4.208  -2.174  0.061
C  -1.929  0.539  -2.193
C  3.146  -1.440  4.937
C  -2.463  1.953  -2.534
P  2.459  -0.929  3.394
H  1.394  -5.003  1.137
H  3.145  0.985  3.559
H  -2.208  -0.869  0.373
H  1.553  1.080  0.919
H  -0.109  -0.558  1.959
H  -4.706  3.220  -2.878
H  -2.393  3.377  -0.950
H  0.628  1.680  -1.431
H  -4.755  0.660  -1.640
H  -5.977  1.906  -1.324
H  -5.402  0.879  -0.006
H  -5.045  3.662  -5.547
H  -5.539  1.966  -5.398
H  -6.404  3.223  -4.490
H  5.467  -0.645  2.699
H  5.077  -2.353  3.012
H  2.148  -1.683  0.502
H  6.055  -1.116  0.495
H  6.067  -2.817  1.001
H  4.286  -3.128  -0.471
H  4.110  -1.378  -0.682
H  -2.763  -0.152  -2.079
H  -1.344  0.175  -3.041
H  3.327  -2.516  4.905
H  2.432  -1.224  5.734
H  4.080  -0.915  5.131
H  -1.593  2.530  -2.847

Output
- E_LUMO (eV) = -2.60
- spin multiplicity = 1
- total energy (eV) = -45015.6223
- net charge = +1
- ΔE to the lowest compared entry with this formula, charge and spin (eV) = 0.180
- orbital gap (hartree) = 0.35291

(3)
This record from the OMol25 dataset describes C27H23N4O2SeY as an isolated structure. The level of theory is ωB97M-V with the def2-TZVPD basis set.

Atoms and positions in Å:
Y  -0.035  -0.508  0.641
O  2.299  2.994  1.721
C  1.928  1.893  1.345
N  0.812  1.556  0.654
C  -0.125  2.578  0.294
C  0.242  3.852  -0.125
C  -0.730  4.767  -0.502
C  -2.073  4.416  -0.459
C  -2.446  3.148  -0.040
C  -1.477  2.224  0.332
N  -1.778  0.874  0.700
C  -2.876  0.616  1.453
O  -3.677  1.395  1.942
C  -3.120  -0.876  1.656
C  -4.321  -1.306  2.189
C  -4.586  -2.664  2.213
C  -3.656  -3.548  1.686
C  -2.465  -3.039  1.205
N  -2.188  -1.732  1.216
C  2.816  0.703  1.674
C  4.135  0.931  2.023
C  4.967  -0.153  2.229
C  4.458  -1.432  2.066
C  3.124  -1.576  1.739
N  2.303  -0.531  1.571
H  1.286  4.123  -0.142
H  -0.434  5.757  -0.826
H  -2.833  5.129  -0.751
H  -3.489  2.871  0.007
H  -5.018  -0.559  2.540
H  -5.524  -3.032  2.612
H  -3.843  -4.612  1.636
H  -1.714  -3.679  0.763
H  4.466  1.956  2.107
H  6.006  -0.004  2.495
H  5.076  -2.312  2.177
H  2.703  -2.555  1.572
C  3.032  -7.873  0.375
C  2.475  -6.516  0.031
C  2.574  -5.993  -1.251
C  2.064  -4.745  -1.592
C  2.220  -4.282  -3.017
C  1.417  -3.965  -0.612
Se  0.741  -2.277  -1.233
C  1.309  -4.482  0.689
C  0.660  -3.793  1.865
C  1.837  -5.740  0.981
H  3.621  -8.278  -0.447
H  2.236  -8.588  0.594
H  3.675  -7.827  1.256
H  3.069  -6.573  -2.023
H  2.784  -5.020  -3.587
H  2.734  -3.323  -3.082
H  1.250  -4.142  -3.498
H  0.366  -2.769  1.648
H  1.342  -3.743  2.715
H  -0.232  -4.313  2.209
H  1.744  -6.116  1.997

Output
- E_LUMO (eV) = -0.39
- spin multiplicity = 1
- total energy (eV) = -104821.6216
- ΔE to the lowest compared entry with this formula, charge and spin (eV) = 0.185
- orbital gap (hartree) = 0.26696

(4)
This record from the OMol25 dataset describes a 11-piece molecular cluster, C44H77N11 overall. The level of theory is ωB97M-V with the def2-TZVPD basis set.

Atoms and positions in Å:
C  1.711  -4.499  -3.774
C  2.211  -3.091  -4.071
C  1.541  -2.126  -5.218
C  1.538  -0.666  -4.967
N  1.626  0.456  -4.776
H  0.860  -4.362  -3.107
H  2.392  -5.222  -3.325
H  1.444  -5.002  -4.704
H  3.193  -3.257  -4.514
H  2.365  -2.520  -3.155
H  0.529  -2.530  -5.259
H  2.006  -2.300  -6.189
C  4.703  -1.145  -0.883
C  5.688  -1.523  0.239
C  7.208  -1.542  -0.084
C  7.974  -1.788  1.167
N  8.617  -1.988  2.093
H  4.671  -0.086  -1.140
H  3.683  -1.424  -0.617
H  4.841  -1.492  -1.906
H  5.462  -2.545  0.544
H  5.640  -0.927  1.150
H  7.471  -0.608  -0.580
H  7.421  -2.329  -0.807
C  -2.997  1.249  5.361
C  -4.291  2.074  5.708
C  -5.184  2.252  4.540
C  -6.250  1.231  4.394
N  -7.059  0.394  4.351
H  -2.432  1.996  4.804
H  -3.150  0.444  4.642
H  -2.582  0.796  6.262
H  -4.002  3.076  6.025
H  -4.832  1.605  6.530
H  -4.635  2.090  3.612
H  -5.722  3.199  4.571
C  -1.736  -6.411  0.056
C  -2.751  -6.169  -1.099
C  -2.113  -5.968  -2.469
C  -1.736  -4.555  -2.435
N  -1.504  -3.435  -2.397
H  -2.240  -6.754  0.959
H  -1.238  -5.479  0.322
H  -1.085  -7.264  -0.135
H  -3.379  -5.356  -0.737
H  -3.320  -7.099  -1.071
H  -2.928  -5.898  -3.190
H  -1.279  -6.605  -2.761
C  -2.238  -2.442  2.096
C  -3.774  -2.671  2.039
C  -4.311  -2.260  0.655
C  -3.954  -0.957  0.231
N  -3.617  0.081  -0.103
H  -1.963  -2.866  3.061
H  -2.014  -1.389  2.268
H  -1.524  -2.826  1.368
H  -4.280  -2.097  2.815
H  -4.089  -3.712  2.104
H  -5.398  -2.242  0.739
H  -3.948  -2.906  -0.144
C  0.213  -0.846  -0.926
C  0.656  -0.108  0.311
C  -0.209  1.020  0.677
C  -0.114  1.486  2.092
N  -0.002  1.981  3.166
H  -0.487  -1.655  -0.717
H  0.997  -1.306  -1.527
H  -0.197  -0.085  -1.591
H  1.648  0.307  0.130
H  0.763  -0.827  1.123
H  -1.281  0.833  0.620
H  0.040  1.886  0.063
C  0.767  5.854  4.768
C  0.231  5.753  3.375
C  1.060  6.540  2.368
C  1.318  7.971  2.820
N  1.407  9.081  3.192
H  0.282  5.269  5.550
H  0.919  6.867  5.141
H  1.847  5.706  4.786
H  -0.827  6.015  3.400
H  0.145  4.729  3.011
H  0.444  6.525  1.470
H  2.056  6.166  2.130
C  -2.523  6.657  -0.907
C  -2.848  5.302  -1.496
C  -2.653  4.341  -0.320
C  -3.776  3.998  0.577
N  -4.609  3.724  1.281
H  -1.505  6.716  -0.522
H  -3.166  6.917  -0.066
H  -2.550  7.408  -1.697
H  -2.299  5.144  -2.425
H  -3.890  5.417  -1.792
H  -1.714  4.563  0.188
H  -2.315  3.374  -0.691
C  1.469  -3.565  2.843
C  2.767  -4.047  3.465
C  3.250  -5.433  2.916
C  3.689  -5.367  1.518
N  4.071  -5.377  0.415
H  0.704  -4.332  2.961
H  1.450  -3.411  1.764
H  1.065  -2.653  3.282
H  2.805  -4.298  4.525
H  3.579  -3.327  3.363
H  2.528  -6.246  2.838
H  4.106  -5.741  3.516
C  4.423  5.212  -1.400
C  4.736  3.908  -2.200
C  3.830  2.723  -1.871
C  3.741  2.388  -0.478
N  3.715  2.104  0.595
H  4.914  5.087  -0.435
H  3.369  5.469  -1.298
H  4.882  6.089  -1.857
H  5.777  3.602  -2.298
H  4.486  4.259  -3.201
H  4.181  1.845  -2.413
H  2.801  2.966  -2.139
C  -3.257  0.966  -5.036
C  -2.830  -0.289  -4.283
C  -2.421  -1.453  -5.150
C  -3.485  -1.952  -6.131
N  -4.262  -2.310  -6.866
H  -3.243  1.939  -4.545
H  -4.181  0.858  -5.604
H  -2.504  1.087  -5.815
H  -3.595  -0.687  -3.616
H  -1.994  0.048  -3.669
H  -2.021  -2.266  -4.544
H  -1.609  -1.127  -5.801

Output
- E_LUMO (alpha / beta) (eV) = 1.82 / 1.87
- spin multiplicity = 2
- total energy (eV) = -63261.5966
- net charge = -1
- <S²> = 0.751
- ΔE to the lowest compared entry with this formula, charge and spin (eV) = 3.284
- orbital gap (alpha / beta) (hartree) = 0.05396 / 0.40217